Entry from the OMol25 dataset: C4H9FOS in the gas phase in a non-equilibrium geometry (the ωB97M-V functional and the def2-TZVPD basis).

Each line ends with the Mulliken spin population.
Cartesian coordinates (Å):
C1 -2.260 -1.264 -0.045  0.87
C2 0.928 1.625 0.001  0.07
C3 1.248 -0.994 -0.146  0.04
C4 0.537 0.245 0.386  0.27
O1 -1.935 1.277 0.444  -0.01
F1 0.394 0.142 1.705  -0.06
S1 -1.256 0.144 -0.164  0.33
H1 -2.334 -1.464 1.019  0.07
H2 -1.702 -2.089 -0.581  0.03
H3 0.769 1.697 -1.139  -0.07
H4 1.847 1.890 0.383  -0.03
H5 0.157 2.184 0.540  0.02
H6 0.978 -1.931 0.279  -0.02
H7 1.038 -0.999 -1.164  -0.01
H8 2.300 -0.900 0.054  -0.01
H9 -0.711 0.436 -1.571  0.50

Highest occupied orbital energy (spin up / spin down) (eV): -4.478 / -10.279
Electronic energy (eV): -19885.9490
Maximum force (eV Å⁻¹): 4.01
Charge: 0
2S+1: 3


Entry from the OMol25 dataset: a gas-phase ion, C11H17ClNO2 (charge +1) in a non-equilibrium geometry (the ωB97M-V functional and the def2-TZVPD basis).

Each line ends with the natural charge from an NBO analysis.
Cartesian coordinates (Å):
O1 2.335 0.066 2.318  -0.42
C1 1.248 -0.135 1.925  0.59
Cl1 0.060 -0.803 3.143  -0.11
C2 0.466 0.180 0.690  -0.09
N1 -0.302 -1.067 0.267  -0.38
C3 0.561 -2.310 0.026  -0.21
C4 -0.392 -3.384 -0.403  -0.42
C5 -1.551 -2.584 -0.916  -0.42
C6 -1.154 -1.139 -0.922  -0.24
C7 -0.503 1.405 0.987  -0.39
C8 0.245 2.603 1.489  -0.43
C9 1.049 3.156 0.306  -0.39
C10 1.956 2.036 -0.225  -0.54
C11 1.360 0.681 -0.433  0.61
O2 1.518 0.032 -1.427  -0.50
H1 -0.929 -1.439 0.990  0.46
H2 1.134 -2.383 0.896  0.22
H3 1.317 -2.051 -0.761  0.26
H4 -0.617 -3.970 0.371  0.23
H5 -0.058 -3.971 -1.260  0.25
H6 -1.842 -3.033 -1.789  0.25
H7 -2.361 -2.713 -0.274  0.21
H8 -0.608 -1.065 -1.886  0.26
H9 -2.023 -0.402 -0.835  0.24
H10 -1.371 1.252 1.673  0.26
H11 -0.948 1.511 0.005  0.22
H12 0.872 2.369 2.373  0.23
H13 -0.438 3.330 1.833  0.25
H14 1.754 3.908 0.531  0.24
H15 0.433 3.730 -0.494  0.23
H16 2.832 1.886 0.363  0.26
H17 2.213 2.450 -1.265  0.27

Highest occupied orbital energy (eV): -13.911
SMILES string: O=C(Cl)[C@@]1([NH+]2CCCC2)CCCCC1=O
Electronic energy (eV): -29782.3408
Maximum force (eV Å⁻¹): 4.05
Charge: +1
2S+1: 1


Entry from the OMol25 dataset: a molecular structure, C2H4O3 in a non-equilibrium geometry (the ωB97M-V functional and the def2-TZVPD basis).

Each line ends with the natural charge from an NBO analysis.
Cartesian coordinates (Å):
C1 -0.418 -0.054 -0.981  0.05
C2 1.011 0.368 0.588  0.63
O1 -0.344 0.902 0.016  -0.54
O2 -0.970 -1.248 -0.616  -0.71
O3 1.354 -0.736 0.860  -0.50
H1 -0.308 -1.785 -0.155  0.49
H2 -0.968 0.391 -1.804  0.14
H3 -0.861 0.890 1.137  0.29
H4 1.504 1.273 0.955  0.16

Highest occupied orbital energy (spin up / spin down) (eV): -7.122 / -7.123
Electronic energy (eV): -8274.9282
Maximum force (eV Å⁻¹): 7.13
Charge: 0
2S+1: 1


Entry from the OMol25 dataset: HNO2S2 in the gas phase in a non-equilibrium geometry (the ωB97M-V functional and the def2-TZVPD basis).

Each line ends with the natural charge from an NBO analysis.
Cartesian coordinates (Å):
O1 -0.512 -0.718 1.242  -0.37
N1 0.532 -0.885 0.683  0.43
O2 1.447 -1.565 0.967  -0.34
S1 0.673 0.065 -0.827  0.20
S2 -1.148 0.819 -1.157  -0.09
H1 -0.992 2.284 -0.908  0.16

Highest occupied orbital energy (eV): -10.187
SMILES string: O=[N+]([O-])SS
Electronic energy (eV): -27268.2343
Maximum force (eV Å⁻¹): 2.77
Charge: 0
2S+1: 1